# 1
{"formula": "C3H10N2O3", "method": "wB97M-V/def2-TZVPD", "lumo_energy_ha": 0.0250, "smiles": "CC(=O)O.NC(N)O", "e_tot_ev": -12395.0692, "multiplicity": 1, "elements": ["C", "N", "N", "O", "H", "H", "H", "H", "H", "H", "C", "C", "O", "O", "H", "H", "H", "H"], "coordinates": [[-0.15611, -0.64112, 1.04560], [0.63765, -1.78688, 0.76378], [0.72865, 0.27822, 1.65747], [-1.18770, -0.92199, 1.94333], [-1.24527, -0.16868, 2.55266], [-0.77441, -0.43735, 0.04335], [0.34190, -2.54029, 1.38166], [1.41723, -0.18761, 2.24076], [1.31060, 0.70923, 0.94461], [0.42714, -2.11990, -0.17222], [0.75145, 1.10339, -1.77261], [-0.61694, 1.14240, -1.17731], [-1.39740, -0.03329, -1.62285], [-1.18288, 2.07192, -0.65831], [-2.32194, 0.22121, -1.43684], [1.43640, 1.64090, -1.11315], [0.73173, 1.59574, -2.74629], [1.09990, 0.07410, -1.87366]], "lowdin_charge": [-0.617, 0.062, 0.066, -0.025, 0.095, 0.133, 0.083, 0.087, 0.059, 0.069, 0.008, -0.512, -0.024, 0.118, 0.116, 0.089, 0.102, 0.090]}

# 2
{"formula": "C4H14NO3", "method": "wB97M-V/def2-TZVPD", "lumo_energy_ha": 0.1402, "e_tot_ev": -12007.9401, "charge": -1, "multiplicity": 1, "elements": ["C", "C", "C", "C", "O", "N", "H", "H", "H", "H", "H", "H", "H", "H", "H", "H", "H", "H", "O", "H", "H", "O"], "coordinates": [[-2.13726, 1.72229, 0.22592], [-0.85467, 0.84285, 0.08750], [0.33093, 1.54025, -0.54535], [1.75370, 0.89858, -0.27239], [1.99729, 0.43610, 1.00344], [-1.04354, -0.51817, -0.43025], [-1.94149, 2.44803, 1.01132], [-2.80629, 0.99130, 0.69036], [-2.64875, 2.12022, -0.63124], [-0.63882, 0.56574, 1.12951], [0.20820, 2.60637, -0.29248], [0.32067, 1.49646, -1.64834], [2.37030, 1.81389, -0.38722], [1.95738, 0.12552, -1.02555], [-0.35946, -1.18648, -0.08850], [-1.13048, -0.58309, -1.43558], [-0.36687, -3.70036, -0.58201], [1.04554, -3.20976, -0.53046], [0.52496, -3.99173, -0.74475], [1.55869, -0.70460, 1.20542], [0.57173, -1.82786, 1.96590], [1.28826, -1.88555, 1.29474]], "lowdin_charge": [-0.078, -0.465, -0.180, -0.374, -0.256, 0.025, 0.062, 0.059, 0.051, 0.127, 0.093, 0.097, 0.087, 0.094, 0.023, 0.056, 0.006, -0.003, -0.085, -0.023, -0.016, -0.299]}

# 3
{"formula": "C29H22N5O4ReS4", "method": "wB97M-V/def2-TZVPD", "lumo_energy_ha": [-0.1741, -0.1590], "e_tot_ev": -91538.5902, "charge": 1, "multiplicity": 2, "elements": ["Re", "N", "C", "S", "N", "N", "C", "C", "C", "C", "C", "C", "C", "O", "H", "H", "H", "H", "H", "H", "H", "S", "C", "C", "C", "C", "C", "C", "N", "C", "C", "C", "C", "C", "C", "C", "C", "N", "C", "C", "C", "C", "C", "S", "C", "H", "H", "H", "H", "H", "H", "H", "H", "H", "H", "H", "H", "C", "S", "O", "O", "O", "H", "H", "H"], "coordinates": [[-0.84840, -0.18387, 0.42066], [-3.28494, -3.67126, 1.57049], [-2.63286, -2.64615, 1.00877], [-1.13232, -2.13997, 1.79593], [-3.10867, -2.11725, -0.07250], [-2.42185, -1.04898, -0.58771], [-2.89212, -0.63219, -1.73783], [-2.44530, 0.45900, -2.52466], [-3.11919, 0.70464, -3.73670], [-2.80170, 1.77840, -4.52651], [-1.79204, 2.66250, -4.11902], [-1.10890, 2.45102, -2.94969], [-1.40357, 1.34922, -2.12427], [-0.70746, 1.18229, -1.03334], [-2.95150, -4.06693, 2.43007], [-4.17070, -3.96312, 1.19419], [-3.74214, -1.19466, -2.11463], [-3.91248, 0.02911, -4.03360], [-3.33358, 1.95127, -5.45161], [-1.55083, 3.52097, -4.73160], [-0.33353, 3.12792, -2.61499], [0.38395, 3.99546, 4.23808], [1.13110, 5.05115, 5.34837], [2.47694, 4.85266, 5.42288], [2.91624, 3.82060, 4.56782], [1.89939, 3.24219, 3.85003], [1.98297, 2.15412, 2.88809], [0.81252, 1.66427, 2.26600], [0.82064, 0.67672, 1.38985], [2.00661, 0.12028, 1.03234], [3.21892, 0.52307, 1.60294], [4.41896, -0.14353, 1.18733], [4.38769, -1.12867, 0.26314], [3.15612, -1.53812, -0.34573], [3.06360, -2.54749, -1.30671], [1.83331, -2.89311, -1.85391], [0.71068, -2.18268, -1.40350], [0.76943, -1.22117, -0.49643], [1.97381, -0.89581, 0.04377], [1.69250, -3.94401, -2.85465], [0.55695, -4.39615, -3.47517], [0.79980, -5.43507, -4.40080], [2.11718, -5.76557, -4.47807], [3.07544, -4.82077, -3.43117], [3.18469, 1.55263, 2.54909], [0.53837, 5.77259, 5.88762], [3.12848, 5.42399, 6.06695], [3.95263, 3.52343, 4.49263], [-0.15092, 2.10555, 2.48128], [5.35552, 0.16101, 1.63676], [5.29735, -1.63072, -0.04066], [3.96291, -3.06295, -1.61985], [-0.27169, -2.40769, -1.79758], [-0.43287, -4.00719, -3.27986], [0.03077, -5.91748, -4.98540], [2.58043, -6.51707, -5.09702], [4.11027, 1.87745, 3.00621], [-4.19841, 2.13406, 2.38384], [-2.81536, 2.04529, 1.27130], [-3.33538, 1.90169, -0.06188], [-1.91837, 3.14159, 1.52619], [-2.15219, 0.72550, 1.71039], [-4.64719, 3.11738, 2.27465], [-3.84005, 1.96989, 3.39676], [-4.88964, 1.35072, 2.08261]], "mulliken_spin": [0.976, -0.016, -0.007, 0.017, -0.002, -0.042, 0.084, -0.003, 0.039, -0.032, 0.040, -0.031, 0.045, -0.048, 0.001, 0.001, -0.008, 0.000, -0.001, 0.002, 0.000, 0.000, 0.001, 0.000, 0.000, 0.001, 0.002, -0.018, 0.000, 0.002, 0.007, -0.001, 0.001, -0.006, 0.001, -0.005, -0.010, 0.038, -0.047, 0.001, -0.001, 0.000, -0.001, 0.000, -0.005, 0.000, 0.000, 0.000, -0.012, 0.000, 0.000, 0.000, -0.013, 0.000, 0.000, 0.000, 0.000, 0.001, 0.006, 0.005, 0.003, 0.035, 0.000, 0.000, 0.001]}

# 4
{"formula": "C26H40F2NbO9", "method": "wB97M-V/def2-TZVPD", "lumo_energy_ha": 0.0690, "e_tot_ev": -53021.8962, "charge": -1, "multiplicity": 1, "elements": ["C", "C", "O", "Nb", "C", "C", "C", "C", "C", "C", "C", "C", "C", "C", "C", "O", "C", "O", "C", "C", "C", "C", "C", "C", "H", "H", "H", "H", "H", "H", "H", "H", "H", "H", "H", "H", "H", "H", "H", "H", "H", "H", "H", "H", "H", "H", "H", "H", "H", "H", "H", "H", "H", "H", "H", "H", "H", "H", "C", "C", "O", "C", "O", "O", "F", "H", "H", "H", "C", "C", "O", "C", "O", "O", "F", "H", "H", "H"], "coordinates": [[0.06557, -3.74589, -0.52348], [0.53030, -2.59680, -1.44187], [1.78698, -2.01447, -1.13967], [2.08965, -1.15748, 0.68173], [2.67370, -0.34385, 2.70935], [-0.08701, -0.46543, 0.86945], [-0.48756, 0.30341, 2.15738], [-0.73898, -0.54454, 3.43369], [-0.86793, -2.06775, 3.19227], [-1.89558, -0.01510, 4.32234], [-3.27132, 0.06412, 3.64871], [-3.93983, -1.28717, 3.44964], [-4.38469, -1.75526, 2.28896], [-4.28773, -0.97404, 0.98527], [-5.00041, -3.15611, 2.20530], [2.56705, 0.73355, -0.09284], [2.64336, 0.84172, -1.40524], [3.50216, 0.33976, -2.12012], [1.62279, 1.74822, -2.08454], [1.83437, 3.10702, -1.99633], [1.00315, 4.01688, -2.60733], [-0.06690, 3.52681, -3.33219], [-0.32084, 2.18081, -3.41380], [0.53299, 1.29603, -2.78831], [-0.73650, -3.47578, 0.17053], [0.90848, -4.18762, 0.01341], [-0.33530, -4.55908, -1.15042], [0.64160, -3.05399, -2.44350], [-0.27582, -1.85609, -1.58010], [3.85034, -1.72569, 0.54378], [1.78193, -2.71387, 1.52806], [2.34967, -0.99934, 3.52988], [3.77581, -0.36600, 2.77104], [2.38969, 0.70574, 2.86859], [-0.19847, 0.26036, 0.03968], [-0.82707, -1.24953, 0.65328], [0.19748, 1.14128, 2.33639], [-1.45357, 0.79627, 1.92879], [0.16659, -0.43741, 4.05076], [-1.37924, -2.49755, 4.06898], [0.09339, -2.57154, 3.07779], [-1.52376, -2.30620, 2.34786], [-1.96375, -0.69963, 5.18186], [-1.56973, 0.95589, 4.72312], [-3.93443, 0.60972, 4.34570], [-3.29793, 0.63083, 2.71714], [-4.01000, -1.89685, 4.35467], [-5.11883, -0.25376, 0.95921], [-3.35034, -0.41318, 0.91162], [-4.37463, -1.61267, 0.10178], [-4.47507, -3.88240, 2.83103], [-6.04833, -3.10222, 2.52866], [-4.97476, -3.45697, 1.15256], [2.67491, 3.51295, -1.43474], [1.21837, 5.07877, -2.54001], [-0.71033, 4.24307, -3.84354], [-1.17859, 1.83073, -3.99909], [0.32249, 0.23171, -2.86766], [7.35924, 0.78600, 1.40675], [7.57956, -0.44213, 0.56759], [8.13261, -1.36204, 1.49144], [7.63120, -1.02188, 2.71625], [7.67031, -1.71863, 3.67329], [7.08138, 0.22068, 2.69061], [8.48938, -0.21042, -0.41845], [8.25398, 1.40929, 1.46965], [6.52826, 1.39284, 1.05456], [6.66777, -0.86004, 0.13539], [-4.18375, 4.06782, -6.16149], [-3.90676, 2.91659, -7.09680], [-3.29650, 1.96622, -6.24665], [-3.80136, 2.18828, -4.99577], [-3.72401, 1.42364, -4.09795], [-4.41700, 3.39801, -4.92153], [-3.02953, 3.26619, -8.07064], [-3.32350, 4.73197, -6.06149], [-5.05095, 4.65376, -6.45807], [-4.79791, 2.47950, -7.55217]], "lowdin_charge": [-0.122, -0.402, -0.450, 1.634, -0.353, -0.324, -0.261, -0.363, -0.083, -0.183, -0.194, -0.110, -0.342, -0.053, -0.066, -0.241, -0.598, 0.057, -0.140, -0.044, -0.093, -0.113, -0.078, -0.024, 0.047, 0.048, 0.061, 0.097, 0.087, -0.115, -0.087, -0.030, -0.044, -0.021, 0.042, 0.009, 0.087, 0.077, 0.107, 0.069, 0.041, 0.055, 0.104, 0.110, 0.109, 0.083, 0.114, 0.084, 0.063, 0.070, 0.072, 0.072, 0.062, 0.122, 0.099, 0.093, 0.092, 0.118, -0.057, -0.310, 0.128, -0.547, 0.173, 0.067, 0.061, 0.139, 0.142, 0.167, -0.060, -0.320, 0.132, -0.554, 0.187, 0.073, 0.073, 0.144, 0.137, 0.172]}

# 5
{"formula": "C6H10O2", "method": "wB97M-V/def2-TZVPD", "lumo_energy_ha": 0.0392, "e_tot_ev": -10474.1109, "multiplicity": 1, "elements": ["C", "C", "C", "C", "C", "C", "H", "H", "H", "H", "H", "H", "H", "H", "H", "H", "O", "O"], "coordinates": [[0.31036, -1.61704, 0.13880], [-0.83417, -0.87869, -0.71265], [-1.07957, 0.71182, -0.30485], [-0.26727, 2.07551, -0.59909], [0.75936, 0.55275, 0.55375], [1.28597, -0.70907, 1.15453], [0.97421, -2.23012, -0.53463], [-0.15469, -2.38095, 0.75936], [-1.74273, -1.45135, -0.45195], [-0.75041, -0.93632, -1.81534], [-2.20490, 0.73583, -0.33688], [-0.88958, 2.91143, -0.36345], [0.13118, 2.22845, -1.60509], [0.85004, 0.26770, -0.49947], [0.93684, -0.90485, 2.19285], [2.40635, -0.79647, 1.04227], [0.84322, 1.93304, 0.41964], [-0.57420, 0.48833, 0.96223]], "lowdin_charge": [-0.122, -0.103, -0.241, -0.014, -0.491, -0.036, 0.110, 0.088, 0.101, 0.099, 0.148, 0.106, 0.118, 0.119, 0.115, 0.125, -0.040, -0.085]}

# 6
{"formula": "CN3O3", "method": "wB97M-V/def2-TZVPD", "lumo_energy_ha": [0.0888, 0.0888], "e_tot_ev": -11644.4975, "charge": -1, "multiplicity": 1, "elements": ["C", "N", "N", "N", "O", "O", "O"], "coordinates": [[-1.79756, 0.14565, -0.00530], [-2.47260, -0.04385, -0.92072], [0.82084, -0.90941, 0.70923], [1.23164, -0.01512, -0.10376], [0.90446, 0.97519, -0.59820], [2.47458, -0.51209, -0.10004], [-1.16136, 0.35963, 1.01881]], "lowdin_charge": [-0.710, 0.012, 0.311, -0.588, 0.116, -0.043, -0.098]}